Entry 1:
The following is a quantum chemistry calculation of C16H22Cl2O2SSn as an isolated structure, from the Open Molecules 2025 dataset.

```
! wB97M-V def2-TZVPD RIJCOSX def2/J DEFGRID3
* xyz -2 1
C -0.50 3.13 0.70
C -1.39 2.76 -0.37
C -0.61 2.46 -1.53
C -2.87 2.78 -0.35
C 0.78 2.54 -1.16
C 0.85 2.92 0.23
C 2.06 3.10 1.02
C -0.87 3.69 2.01
C -1.13 2.10 -2.87
C 1.94 2.35 -2.02
Sn -0.78 0.05 0.51
Cl -2.19 -0.79 -0.87
Cl -0.64 0.38 2.83
O 1.10 -0.57 -0.02
H -3.24 3.25 0.58
H -3.26 1.75 -0.36
H -3.28 3.29 -1.20
H -1.45 1.07 -2.86
H -0.35 2.19 -3.61
H -1.98 2.74 -3.13
H 1.62 1.98 -3.02
H 2.61 1.62 -1.59
H 2.50 3.28 -2.18
H 2.84 2.42 0.64
H 1.87 2.88 2.05
H 2.47 4.13 0.95
H -1.91 3.51 2.23
H -0.65 4.75 2.08
H -0.28 3.18 2.79
H 1.26 -0.84 -0.88
O 0.22 -4.15 3.02
H 1.17 -3.74 2.80
S 0.01 -3.76 -2.96
C -0.03 -4.72 -1.65
C -1.20 -4.84 -0.88
C -1.15 -5.44 0.36
C 0.02 -6.09 0.84
C 1.17 -5.99 0.02
C 1.14 -5.41 -1.23
H -2.11 -4.38 -1.23
H -2.06 -5.55 0.99
H 0.02 -6.60 1.76
H 2.08 -6.48 0.37
H 2.00 -5.40 -1.86
*
```

Summary:
gap between HOMO and LUMO (alpha / beta) = 5.805 / 3.995 eV
F_max = 5.60 eV/A
HOMO level (alpha / beta) = -1.0344 / -0.5015 eV
energy relative to the best compared isomer or geometry (same formula, charge and spin) = 392.2 kJ/mol
E_tot = -62753.7416 eV

---

Entry 2:
The following is a quantum chemistry calculation of C45H36F3N3NiO4Sb2 as an isolated structure, from the Open Molecules 2025 dataset.

```
! wB97M-V def2-TZVPD RIJCOSX def2/J DEFGRID3
* xyz 0 3
Ni 0.08 0.15 0.34
O -5.38 3.57 2.95
C -5.52 2.80 2.01
O -6.45 2.46 1.30
C -4.15 2.06 1.62
C -4.05 1.33 0.46
C -2.83 0.71 0.16
N -1.78 0.82 0.97
C -1.88 1.52 2.11
C -3.07 2.15 2.47
C -0.66 1.54 2.93
C -0.49 2.42 4.00
C 0.67 2.33 4.76
C 1.60 1.36 4.44
C 1.37 0.57 3.33
N 0.29 0.66 2.57
C -2.60 -0.06 -1.06
C -3.65 -0.53 -1.85
C -3.36 -1.21 -3.02
C -2.03 -1.40 -3.37
C -1.05 -0.93 -2.51
N -1.31 -0.30 -1.37
H -4.89 1.28 -0.22
H -3.16 2.70 3.40
H -1.23 3.16 4.24
H 0.82 3.00 5.59
H 2.48 1.22 5.04
H 2.09 -0.18 3.03
H -4.67 -0.37 -1.55
H -4.15 -1.58 -3.65
H -1.75 -1.91 -4.27
H -0.01 -1.08 -2.75
C 2.56 3.51 0.66
C 3.98 3.00 0.48
C 4.18 1.52 0.78
Sb 3.50 0.19 -0.82
C 1.36 -2.94 -1.83
C 2.34 -3.33 -2.75
C 2.17 -4.47 -3.50
C 1.02 -5.24 -3.35
C 0.04 -4.83 -2.47
C 0.19 -3.68 -1.71
C 5.14 -1.17 -0.41
C 5.97 -1.45 -1.49
C 7.12 -2.19 -1.32
C 7.45 -2.67 -0.06
C 6.62 -2.41 1.01
C 5.47 -1.66 0.84
Sb 0.91 2.51 -0.40
C -0.09 4.42 -0.56
C -0.37 4.96 -1.80
C -0.89 6.24 -1.90
C -1.13 6.99 -0.76
C -0.88 6.44 0.48
C -0.37 5.16 0.58
C 1.71 2.57 -2.40
C 2.78 3.37 -2.78
C 3.35 3.23 -4.04
C 2.85 2.30 -4.93
C 1.76 1.53 -4.58
C 1.20 1.66 -3.32
H 2.51 4.56 0.33
H 2.28 3.49 1.71
H 4.62 3.58 1.16
H 4.32 3.19 -0.53
H 3.66 1.22 1.69
H 5.25 1.32 0.90
H 3.22 -2.71 -2.84
H 2.94 -4.77 -4.19
H 0.90 -6.14 -3.93
H -0.86 -5.42 -2.36
H -0.58 -3.37 -1.03
H 5.71 -1.06 -2.47
H 7.76 -2.39 -2.17
H 8.36 -3.23 0.08
H 6.87 -2.78 2.00
H 4.81 -1.46 1.68
H -0.17 4.38 -2.69
H -1.09 6.67 -2.88
H -1.51 7.99 -0.84
H -1.08 7.01 1.38
H -0.17 4.72 1.55
H 3.16 4.12 -2.10
H 4.19 3.85 -4.31
H 3.31 2.19 -5.91
H 1.34 0.82 -5.28
H 0.34 1.06 -3.05
F 1.53 -2.28 2.35
C 1.51 -2.64 1.07
F 2.73 -3.18 0.82
F 0.63 -3.65 0.98
C 1.27 -1.44 0.15
O 1.63 -1.76 -1.19
O 2.15 -0.48 0.58
*
```

Summary:
gap between HOMO and LUMO (alpha / beta) = 7.062 / 7.004 eV
F_max = 2.06 eV/A
⟨S²⟩ = 2.012
HOMO level (alpha / beta) = -7.6381 / -7.6394 eV
energy relative to the best compared isomer or geometry (same formula, charge and spin) = 39.3 kJ/mol
E_tot = -122179.2243 eV

---

Entry 3:
The following is a quantum chemistry calculation of C4H11ClN2 in the gas phase, from the Open Molecules 2025 dataset.

```
! wB97M-V def2-TZVPD RIJCOSX def2/J DEFGRID3
* xyz 0 1
C -0.77 0.51 -1.44
C -0.31 0.07 0.09
C -1.47 -0.56 0.86
C 0.39 1.29 0.85
N 0.67 -1.10 -0.03
N 1.67 -0.90 -0.89
Cl 1.38 -1.62 1.49
H -0.04 1.20 -1.80
H -0.85 -0.36 -2.18
H -1.87 0.80 -1.42
H -1.05 -1.05 1.70
H -2.07 -1.26 0.22
H -2.05 0.30 1.05
H -0.01 2.23 0.65
H 0.48 0.90 1.99
H 1.40 1.40 0.43
H 2.25 -0.14 -0.55
H 2.25 -1.69 -1.02
*
```

Summary:
gap between HOMO and LUMO = 9.700 eV
structure (SMILES) = CC(C)(C)N(N)Cl
F_max = 4.28 eV/A
HOMO level = -8.8031 eV
energy relative to the best compared isomer or geometry (same formula, charge and spin) = 84.6 kJ/mol
E_tot = -19826.3933 eV

---

Entry 4:
The following is a quantum chemistry calculation of C26H12Cl4IrN2O2PS2Se2 as an isolated structure, from the Open Molecules 2025 dataset.

```
! wB97M-V def2-TZVPD RIJCOSX def2/J DEFGRID3
* xyz -1 6
Ir 0.89 -0.15 0.89
Se 0.48 2.25 1.84
P -1.47 1.76 0.96
Se -1.97 -0.34 0.97
C -1.52 2.46 -0.74
C -1.05 3.75 -0.93
C -0.98 4.27 -2.21
C -1.40 3.51 -3.30
C -1.91 2.24 -3.09
C -1.96 1.70 -1.82
C -2.78 2.70 1.82
C -2.53 3.39 3.00
C -3.57 4.02 3.67
C -4.86 3.97 3.16
C -5.11 3.29 1.97
C -4.08 2.65 1.31
H -0.72 4.33 -0.08
H -0.59 5.27 -2.37
H -1.32 3.91 -4.30
H -2.24 1.65 -3.94
H -2.33 0.70 -1.65
H -1.52 3.42 3.39
H -3.37 4.56 4.59
H -5.67 4.44 3.69
H -6.11 3.25 1.57
H -4.26 2.11 0.39
Cl 1.01 -6.11 4.69
C 0.93 -5.01 3.38
C 0.95 -5.50 2.05
Cl 1.04 -7.20 1.78
C 0.91 -4.63 0.98
Cl 0.95 -5.21 -0.64
C 0.84 -3.23 1.18
O 0.81 -2.40 0.23
C 0.82 -2.71 2.56
O 0.77 -1.47 2.74
C 0.86 -3.65 3.62
Cl 0.84 -3.04 5.23
S 3.39 -0.56 0.69
C 3.40 -1.08 -0.95
C 4.43 -1.93 -1.38
C 4.50 -2.39 -2.68
C 5.56 -3.25 -3.08
N 6.43 -3.94 -3.41
C 3.51 -2.00 -3.61
C 2.50 -1.14 -3.21
C 2.42 -0.67 -1.89
S 1.14 0.42 -1.50
C 3.52 -2.47 -4.96
N 3.50 -2.84 -6.04
H 5.19 -2.24 -0.67
H 1.74 -0.83 -3.92
*
```

Summary:
gap between HOMO and LUMO (alpha / beta) = 6.567 / 5.615 eV
F_max = 1.36 eV/A
⟨S²⟩ = 8.797
HOMO level (alpha / beta) = -4.3757 / -5.6305 eV
energy relative to the best compared isomer or geometry (same formula, charge and spin) = 39.6 kJ/mol
E_tot = -248814.9214 eV